1.
{
  "formula": "C24H48BCdNOS2",
  "method": "ωB97M-V with the def2-TZVPD basis set",
  "total_charge": 2,
  "orbital_gap_ha": 0.064,
  "lumo_ha": -0.4303,
  "de_lowest_kcal_mol": 255.3,
  "energy_ev": -56081.3180,
  "elements": ["C", "C", "C", "C", "C", "C", "C", "C", "C", "C", "B", "C", "C", "O", "C", "C", "C", "C", "N", "C", "C", "C", "C", "C", "S", "S", "C", "C", "C", "H", "H", "H", "H", "H", "H", "H", "H", "H", "H", "H", "H", "H", "H", "H", "H", "H", "H", "H", "H", "H", "H", "H", "H", "H", "H", "H", "H", "H", "H", "H", "H", "H", "H", "H", "H", "H", "H", "H", "H", "H", "H", "H", "H", "H", "H", "H", "H", "Cd"],
  "coordinates": [[7.504, -2.266, -0.822], [7.197, -1.374, 0.549], [5.719, -0.617, 0.475], [5.785, 0.709, -0.520], [5.122, 2.028, 0.228], [4.253, 2.964, -0.844], [2.641, 2.520, -0.861], [1.785, 3.206, 0.378], [0.786, 2.110, 1.147], [-0.812, 2.435, 0.910], [-1.749, 2.285, 2.253], [-2.162, 3.679, 3.063], [-3.649, 3.408, 3.774], [-3.952, 3.903, 4.992], [-2.353, 0.872, 2.861], [-1.472, -0.462, 2.474], [-2.222, -1.192, 1.213], [-1.118, -1.285, -0.041], [-1.895, -1.804, -1.230], [-1.511, -3.214, -1.619], [-2.754, -4.191, -1.155], [-2.323, -5.426, -0.166], [-1.241, -5.037, 1.003], [-1.892, -0.845, -2.401], [-0.528, -0.153, -3.144], [-3.612, -0.348, -3.060], [-3.802, 1.463, -2.492], [-5.417, 1.810, -2.577], [-5.765, 1.913, -4.209], [7.548, -1.593, -1.779], [8.490, -2.913, -0.739], [6.606, -3.020, -0.979], [7.167, -2.172, 1.434], [8.085, -0.621, 0.787], [4.958, -1.394, -0.010], [5.278, -0.366, 1.541], [5.151, 0.444, -1.496], [6.894, 0.927, -0.841], [4.415, 1.742, 1.136], [6.012, 2.664, 0.680], [4.716, 2.902, -1.941], [4.363, 4.073, -0.455], [2.213, 2.916, -1.901], [2.575, 1.347, -0.893], [2.593, 3.635, 1.143], [1.190, 4.161, -0.002], [0.999, 1.075, 0.626], [1.111, 2.131, 2.283], [-0.865, 3.580, 0.584], [-1.267, 1.829, -0.004], [-1.354, 3.915, 3.884], [-2.302, 4.545, 2.273], [-4.494, 2.747, 3.265], [-2.374, 0.928, 4.047], [-3.478, 0.672, 2.538], [-0.327, -0.253, 2.318], [-1.558, -1.204, 3.400], [-2.626, -2.270, 1.434], [-3.128, -0.566, 0.759], [-0.616, -0.238, -0.245], [-0.283, -2.038, 0.353], [-0.458, -3.543, -1.217], [-1.440, -3.305, -2.807], [-3.520, -3.519, -0.534], [-3.316, -4.628, -2.102], [-2.012, -6.335, -0.835], [-3.319, -5.764, 0.398], [-0.141, -4.889, 0.567], [-1.560, -4.155, 1.704], [-1.155, -5.996, 1.709], [-3.401, 1.616, -1.380], [-3.161, 2.088, -3.280], [-5.711, 2.800, -1.999], [-5.987, 0.904, -2.071], [-5.749, 0.816, -4.619], [-4.881, 2.503, -4.751], [-6.773, 2.474, -4.415], [-3.673, -5.746, 2.250]]
}



2.
{
  "formula": "C24H48Br10O6",
  "method": "ωB97M-V with the def2-TZVPD basis set",
  "total_charge": 0,
  "orbital_gap_ha": 0.366,
  "lumo_ha": 0.0129,
  "de_lowest_kcal_mol": 0.0,
  "energy_ev": -738377.9396,
  "elements": ["C", "C", "O", "C", "H", "H", "H", "H", "H", "H", "C", "C", "O", "C", "H", "H", "H", "H", "H", "H", "O", "C", "O", "C", "C", "C", "H", "H", "H", "H", "H", "H", "H", "H", "O", "C", "O", "C", "C", "C", "H", "H", "H", "H", "H", "H", "H", "H", "Br", "C", "C", "Br", "H", "H", "H", "H", "Br", "C", "C", "Br", "H", "H", "H", "H", "Br", "C", "C", "Br", "H", "H", "H", "H", "Br", "C", "C", "Br", "H", "H", "H", "H", "Br", "C", "C", "Br", "H", "H", "H", "H"],
  "coordinates": [[2.733, 1.850, -3.413], [3.035, 0.636, -2.590], [2.443, -0.397, -2.860], [4.103, 0.654, -1.525], [3.192, 1.773, -4.400], [3.027, 2.745, -2.865], [1.666, 1.846, -3.641], [4.128, -0.314, -1.033], [3.731, 1.356, -0.772], [5.050, 0.914, -1.994], [-0.394, 0.540, 1.012], [1.026, 0.336, 0.530], [1.945, 1.064, 0.837], [1.222, -0.880, -0.345], [-1.031, 0.446, 0.131], [-0.520, 1.463, 1.584], [-0.615, -0.263, 1.722], [0.663, -1.756, -0.022], [2.281, -1.130, -0.418], [0.911, -0.637, -1.365], [-3.194, 1.570, -0.704], [-3.800, 0.975, -1.567], [-4.134, -0.308, -1.492], [-3.837, -1.093, -0.318], [-2.771, -2.099, -0.659], [-4.222, 1.562, -2.893], [-4.755, -1.614, -0.051], [-3.589, -0.407, 0.491], [-1.843, -1.639, -0.993], [-3.121, -2.722, -1.484], [-2.572, -2.780, 0.168], [-5.172, 1.098, -3.163], [-3.479, 1.335, -3.656], [-4.414, 2.623, -2.753], [-2.348, -1.412, 3.097], [-2.235, -2.041, 4.115], [-1.119, -2.713, 4.440], [-0.024, -2.765, 3.526], [0.923, -1.603, 3.768], [-3.282, -2.118, 5.209], [-0.303, -2.831, 2.473], [0.506, -3.697, 3.721], [1.720, -1.567, 3.024], [1.352, -1.646, 4.767], [0.321, -0.699, 3.670], [-2.850, -2.585, 6.092], [-4.074, -2.752, 4.813], [-3.656, -1.132, 5.472], [5.373, -2.396, -3.802], [4.322, -3.953, -3.298], [3.137, -3.486, -2.471], [2.249, -5.110, -1.848], [4.923, -4.578, -2.640], [4.040, -4.486, -4.198], [2.445, -3.007, -3.163], [3.320, -2.797, -1.657], [-1.328, 0.541, -5.367], [-1.354, -0.906, -4.025], [-1.081, -2.231, -4.721], [-0.875, -3.652, -3.357], [-2.268, -0.960, -3.437], [-0.533, -0.652, -3.358], [-0.125, -2.191, -5.236], [-1.846, -2.477, -5.451], [5.794, 1.344, 1.863], [4.162, 0.968, 2.952], [3.440, 2.270, 3.157], [1.755, 1.911, 4.126], [4.452, 0.611, 3.939], [3.665, 0.153, 2.441], [3.162, 2.814, 2.258], [4.024, 2.973, 3.745], [-0.958, 3.223, -2.887], [0.411, 3.677, -1.540], [0.025, 4.989, -0.901], [1.491, 5.491, 0.303], [1.355, 3.722, -2.070], [0.490, 2.916, -0.766], [-0.925, 4.831, -0.395], [-0.078, 5.788, -1.629], [-5.091, 0.894, 3.903], [-3.609, 1.731, 2.911], [-2.670, 2.625, 3.643], [-1.592, 3.574, 2.309], [-4.088, 2.271, 2.096], [-3.128, 0.892, 2.412], [-1.919, 2.116, 4.240], [-3.194, 3.371, 4.233]]
}



3.
{
  "formula": "C24H48Br24",
  "method": "ωB97M-V with the def2-TZVPD basis set",
  "total_charge": 0,
  "orbital_gap_ha": 0.365,
  "lumo_ha": 0.0030,
  "de_lowest_kcal_mol": 7.7,
  "energy_ev": -1706687.7652,
  "elements": ["Br", "C", "C", "Br", "H", "H", "H", "H", "Br", "C", "C", "Br", "H", "H", "H", "H", "Br", "C", "C", "Br", "H", "H", "H", "H", "Br", "C", "C", "Br", "H", "H", "H", "H", "Br", "C", "C", "Br", "H", "H", "H", "H", "Br", "C", "C", "Br", "H", "H", "H", "H", "Br", "C", "C", "Br", "H", "H", "H", "H", "Br", "C", "C", "Br", "H", "H", "H", "H", "Br", "C", "C", "Br", "H", "H", "H", "H", "Br", "C", "C", "Br", "H", "H", "H", "H", "Br", "C", "C", "Br", "H", "H", "H", "H", "Br", "C", "C", "Br", "H", "H", "H", "H"],
  "coordinates": [[2.069, 3.959, -0.153], [1.440, 4.506, 1.615], [0.377, 3.489, 1.837], [-0.416, 3.843, 3.586], [1.225, 5.571, 1.587], [2.271, 4.386, 2.295], [0.776, 2.483, 2.018], [-0.402, 3.377, 1.104], [-0.253, 1.461, 6.242], [-0.699, 0.251, 4.782], [-2.173, 0.364, 4.609], [-2.574, -0.933, 3.188], [-0.312, -0.727, 5.047], [-0.160, 0.710, 3.950], [-2.514, 1.294, 4.246], [-2.673, -0.014, 5.469], [-7.466, -1.864, -2.415], [-5.617, -1.462, -2.599], [-5.164, -1.173, -4.012], [-5.886, 0.531, -4.665], [-5.018, -2.301, -2.213], [-5.506, -0.650, -1.912], [-5.466, -1.961, -4.687], [-4.095, -1.027, -4.175], [1.450, -5.007, 0.458], [-0.385, -4.439, 0.042], [-1.161, -4.433, 1.300], [-2.900, -3.800, 0.605], [-0.702, -5.224, -0.627], [-0.405, -3.559, -0.615], [-0.884, -3.637, 2.001], [-1.314, -5.379, 1.806], [3.455, -2.510, -1.964], [4.704, -3.305, -0.723], [4.598, -2.763, 0.648], [5.251, -1.014, 0.885], [5.688, -3.252, -1.152], [4.419, -4.363, -0.704], [5.232, -3.395, 1.272], [3.606, -2.870, 1.081], [4.692, 1.582, -2.287], [3.407, 2.307, -3.510], [2.170, 1.531, -3.160], [0.895, 2.222, -4.415], [3.795, 2.171, -4.500], [3.325, 3.318, -3.170], [1.776, 1.807, -2.213], [2.264, 0.459, -3.355], [0.648, -6.396, -5.312], [-0.308, -4.898, -4.436], [0.480, -3.715, -4.909], [-0.325, -2.195, -3.949], [-0.301, -5.069, -3.366], [-1.335, -4.874, -4.772], [0.507, -3.568, -5.980], [1.505, -3.721, -4.573], [4.962, -2.572, 6.870], [3.621, -3.134, 5.565], [3.179, -1.883, 4.975], [1.800, -2.482, 3.678], [2.879, -3.704, 6.125], [4.186, -3.744, 4.885], [3.902, -1.439, 4.316], [2.697, -1.184, 5.646], [-2.122, 3.043, -2.194], [-3.533, 3.199, -3.497], [-4.697, 3.861, -2.844], [-6.040, 4.121, -4.192], [-3.637, 2.156, -3.783], [-3.242, 3.839, -4.307], [-4.432, 4.853, -2.512], [-5.178, 3.268, -2.093], [7.102, 3.645, 0.802], [5.334, 2.887, 1.278], [5.502, 2.621, 2.730], [3.818, 1.871, 3.381], [5.253, 1.985, 0.701], [4.563, 3.586, 0.994], [5.620, 3.536, 3.309], [6.231, 1.913, 3.073], [1.714, 0.006, 0.538], [0.362, -0.259, -0.793], [-0.888, -0.635, -0.011], [-2.365, -0.697, -1.249], [0.678, -1.087, -1.423], [0.227, 0.704, -1.225], [-1.217, 0.070, 0.733], [-0.755, -1.538, 0.561], [-6.951, 4.655, -0.083], [-5.169, 4.113, 0.587], [-5.138, 2.636, 0.549], [-3.400, 2.148, 1.357], [-5.015, 4.532, 1.582], [-4.463, 4.543, -0.092], [-5.096, 2.086, -0.366], [-5.901, 2.353, 1.277]]
}